Model P:
Entry from the OMol25 dataset: a single C6H14OSi molecule (the ωB97M-V functional and the def2-TZVPD basis).

Output
SMILES string   C[Si]1(C)CCCCO1
2S+1   1
Lowest unoccupied orbital energy   0.944 eV
Net charge   0

Each atom is followed by the atoms it is bonded to, with distances in Å.
Atoms and positions in Å:
1 O -0.31 0.90 1.13  C2 1.413, Si8 1.701
2 C -1.65 0.97 0.70  O1 1.413, C3 1.537, H9 1.136, H10 1.117
3 C -2.20 -0.32 0.08  C2 1.537, C4 1.488, H11 1.072, H12 1.121
4 C -1.43 -0.60 -1.16  C3 1.488, C7 1.522, H13 1.062, H14 1.118
5 C 2.00 -0.79 1.46  Si8 1.849, H15 1.095, H16 1.145, H17 1.098
6 C 1.90 1.35 -0.77  Si8 1.845, H18 1.113, H19 1.099, H20 1.103
7 C -0.03 -1.11 -0.85  C4 1.522, Si8 1.943, H21 1.106, H22 1.117
8 Si 0.95 0.15 0.26  O1 1.701, C5 1.849, C6 1.845, C7 1.943
9 H -1.66 1.73 -0.15  C2 1.136
10 H -2.27 1.36 1.54  C2 1.117
11 H -2.04 -1.18 0.69  C3 1.072
12 H -3.30 -0.22 -0.14  C3 1.121
13 H -1.98 -1.25 -1.78  C4 1.062
14 H -1.31 0.37 -1.71  C4 1.118
15 H 2.89 -0.16 1.53  C5 1.095
16 H 2.41 -1.83 1.24  C5 1.145
17 H 1.51 -0.65 2.43  C5 1.098
18 H 1.13 2.00 -1.24  C6 1.113
19 H 2.57 0.90 -1.51  C6 1.099
20 H 2.40 1.87 0.07  C6 1.103
21 H -0.16 -1.96 -0.16  C7 1.106
22 H 0.60 -1.54 -1.67  C7 1.117

Mulliken population analysis, charges in e, atoms 1 to 5: number 1, O, carries -0.420; number 2, C, carries -0.371; number 3, C, carries -0.526; number 4, C, carries -0.712; number 5, C, carries -1.042



Model Q:
Entry from the OMol25 dataset: a single C6H14OSi molecule (the ωB97M-V functional and the def2-TZVPD basis).

Output
SMILES string   C=C[Si](C)(C)OCC
2S+1   1
Lowest unoccupied orbital energy   0.979 eV
Net charge   0

Each atom is followed by the atoms it is bonded to, with distances in Å.
Atoms and positions in Å:
1 O 1.08 0.02 -0.61  C5 1.400, Si8 1.684
2 C -0.45 -2.49 0.16  C3 1.316, H9 1.093, H10 1.080
3 C -1.25 -1.50 -0.19  C2 1.316, Si8 1.835, H11 1.080
4 C 1.81 -0.29 1.62  C5 1.493, H12 1.074, H13 1.097, H14 1.111
5 C 1.81 0.61 0.42  O1 1.400, C4 1.493, H15 1.105, H16 1.104
6 C -1.11 1.54 0.55  Si8 1.841, H17 1.094, H18 1.089, H19 1.097
7 C -1.05 0.68 -2.31  Si8 1.864, H20 1.093, H21 1.087, H22 1.072
8 Si -0.60 0.17 -0.57  O1 1.684, C3 1.835, C6 1.841, C7 1.864
9 H -0.87 -3.45 0.47  C2 1.093
10 H 0.61 -2.43 -0.02  C2 1.080
11 H -2.32 -1.59 -0.09  C3 1.080
12 H 2.32 0.19 2.43  C4 1.074
13 H 2.25 -1.28 1.45  C4 1.097
14 H 0.74 -0.45 1.89  C4 1.111
15 H 1.36 1.58 0.66  C5 1.105
16 H 2.80 0.80 -0.02  C5 1.104
17 H -2.07 1.33 1.04  C6 1.094
18 H -0.37 1.81 1.30  C6 1.089
19 H -1.18 2.40 -0.13  C6 1.097
20 H -2.14 0.67 -2.40  C7 1.093
21 H -0.73 1.68 -2.60  C7 1.087
22 H -0.66 0.00 -3.05  C7 1.072

Mulliken population analysis, charges in e, atoms 1 to 5: number 1, O, carries -0.456; number 2, C, carries -0.596; number 3, C, carries -0.242; number 4, C, carries -0.938; number 5, C, carries -0.187



Model R:
Entry from the OMol25 dataset: a 2-piece molecular cluster, C6H14OSi overall (the ωB97M-V functional and the def2-TZVPD basis).

Output
SMILES string   CC[SiH](O)CC.C#C
2S+1   1
Lowest unoccupied orbital energy   0.756 eV
Net charge   0

Each atom is followed by the atoms it is bonded to, with distances in Å.
Atoms and positions in Å:
1 C -2.91 -2.43 -3.53  C2 1.158, H9 1.028
2 C -2.79 -2.34 -2.38  C1 1.158, H11 1.073
3 C -0.46 2.57 0.73  C5 1.581, H12 1.120, H13 1.154, H14 1.065
4 C 1.75 -1.34 2.01  C6 1.558, H15 1.173, H16 1.054, H17 1.082
5 C 0.94 2.20 0.10  C3 1.581, Si8 2.016, H18 1.146, H19 1.041
6 C 0.58 -0.51 1.38  C4 1.558, Si8 1.888, H20 1.055, H21 1.041
7 O -0.32 -0.10 -1.32  Si8 1.599, H22 0.913
8 Si 0.90 0.23 -0.33  C5 2.016, C6 1.888, O7 1.599, H10 1.412
9 H -3.13 -2.55 -4.52  C1 1.028
10 H 2.10 -0.05 -1.01  Si8 1.412
11 H -2.59 -2.29 -1.33  C2 1.073
12 H -0.42 3.69 0.84  C3 1.120
13 H -1.33 2.27 0.03  C3 1.154
14 H -0.62 2.01 1.62  C3 1.065
15 H 2.76 -0.81 2.27  C4 1.173
16 H 1.33 -1.92 2.78  C4 1.054
17 H 1.95 -2.10 1.27  C4 1.082
18 H 1.83 2.61 0.68  C5 1.146
19 H 0.85 2.57 -0.87  C5 1.041
20 H 0.27 0.32 1.95  C6 1.055
21 H -0.28 -1.08 1.27  C6 1.041
22 H -0.41 -0.97 -1.61  O7 0.913

Mulliken population analysis, charges in e, atoms 1 to 5: number 1, C, carries -0.354; number 2, C, carries -0.495; number 3, C, carries -0.957; number 4, C, carries -1.157; number 5, C, carries -0.690



Quick one: most stable of them? model P